--- one ---
A structure of composition C3H7N3O2. Source: OMol25; level of theory: ωB97M-V with the def2-TZVPD basis set.

Structure (XYZ):
```
15
Properties=species:S:1:pos:R:3:lowdin_charge:R:1
C 2.258 0.172 -0.380 -0.1243
C -0.732 -1.336 -0.174 0.0255
C -0.039 -0.139 0.252 -0.6187
N -1.995 1.543 -0.178 0.0040
O -0.872 0.858 -0.698 -0.1845
O -0.243 0.311 1.566 0.0500
N 1.069 -0.652 -0.283 -0.0139
N -1.468 -2.236 -0.380 0.2854
H 0.615 0.366 2.004 0.1078
H -2.759 0.873 -0.078 0.0677
H -1.750 1.861 0.758 0.0662
H -1.819 -2.778 -1.151 0.1189
H 3.054 -0.417 -0.836 0.0683
H 2.081 1.040 -1.023 0.0771
H 2.599 0.534 0.600 0.0703
```

Multiplicity: 1
HOMO level: -8.170 eV
Kohn-Sham gap: 8.55 eV

--- two ---
The molecule C3H7N3O2. Source: OMol25; level of theory: ωB97M-V with the def2-TZVPD basis set.

Structure (XYZ):
```
15
Properties=species:S:1:pos:R:3:lowdin_charge:R:1
C -0.926 -1.273 1.723 -0.0515
C 0.020 -1.222 0.490 -0.5892
C -0.669 1.787 -0.753 -0.0983
H -0.605 -0.372 2.425 0.1067
H -2.035 -1.361 1.310 0.1036
H -0.460 -2.288 2.197 0.1127
H 1.772 -1.499 -0.334 0.1087
H 0.707 -0.100 -1.001 0.1838
H -1.278 2.684 -0.508 0.1275
H 2.151 1.911 -1.741 0.0797
N 1.143 -1.754 0.563 0.0927
N -0.387 -0.597 -0.698 -0.0029
N 0.493 2.260 -1.211 0.0012
O -1.331 0.476 -0.693 -0.0949
O 1.405 1.347 -1.770 -0.0798
```

Multiplicity: 1
HOMO level: -9.405 eV
Kohn-Sham gap: 9.96 eV

--- three ---
A cluster of 2 separate species, C3H7N3O2 in total. Source: OMol25; level of theory: ωB97M-V with the def2-TZVPD basis set.

Structure (XYZ):
```
15
Properties=species:S:1:pos:R:3:lowdin_charge:R:1
C -0.241 -0.747 -0.352 -0.2842
N 0.302 0.494 -0.451 0.1148
C -1.810 1.939 -0.272 -0.4123
C 1.206 -1.433 -0.070 -0.5035
N 1.747 -1.063 1.130 0.1184
O -1.730 3.267 -0.103 0.0862
N 1.559 -2.292 -0.920 0.1299
O -2.722 1.240 0.065 0.0719
H -2.543 3.566 0.338 0.1227
H -0.882 1.581 -0.806 0.0742
H 1.496 -0.137 1.447 0.0876
H 2.688 -1.365 1.330 0.1007
H 2.396 -2.811 -0.652 0.0557
H -0.648 -1.244 -1.242 0.1128
H -0.819 -0.995 0.557 0.1251
```

Multiplicity: 1
HOMO level (spin up / spin down): -9.132 / -9.207 eV
Kohn-Sham gap (spin up / spin down): 8.25 / 8.27 eV

The most stable structure shown above is three; the least stable is two.